Density functional theory data (ωB97M-V with the def2-TZVPD basis set) for a structure of composition C30H24ClI2N5O3PdS.

Geometry (Å):
Pd  0.02  -0.60  -1.03
C  1.64  -4.96  0.27
C  0.17  -4.73  0.25
N  -0.62  -5.56  0.90
C  -1.94  -5.35  0.89
C  -2.57  -4.30  0.19
C  -4.08  -4.18  0.22
O  -4.51  -2.83  0.36
C  -1.79  -3.39  -0.49
C  -2.43  -2.41  -1.37
N  -1.91  -1.31  -1.75
C  -2.63  -0.48  -2.64
C  -3.98  -0.21  -2.44
C  -4.65  0.62  -3.34
C  -3.97  1.17  -4.41
C  -2.62  0.91  -4.61
C  -1.95  0.09  -3.72
I  0.09  -0.35  -4.00
C  -0.36  -3.55  -0.43
O  0.47  -2.75  -0.94
H  1.85  -5.91  0.76
H  2.13  -4.15  0.80
H  2.04  -4.96  -0.74
H  -2.55  -6.05  1.45
H  -4.49  -4.82  1.00
H  -4.49  -4.55  -0.73
H  -4.60  -2.61  1.29
H  -3.41  -2.69  -1.75
H  -4.49  -0.62  -1.58
H  -5.70  0.83  -3.19
H  -4.49  1.81  -5.11
H  -2.10  1.34  -5.46
Cl  4.47  4.85  -0.47
C  3.76  3.30  -0.43
C  4.52  2.23  0.01
C  3.98  0.95  0.08
I  5.10  -0.63  0.74
C  2.62  0.72  -0.30
O  2.07  -0.41  -0.19
C  1.84  1.86  -0.77
N  0.56  1.60  -1.08
C  -0.22  2.60  -1.46
C  0.24  3.91  -1.57
C  1.55  4.19  -1.26
C  2.39  3.14  -0.84
H  5.54  2.41  0.30
H  -1.25  2.35  -1.70
H  -0.43  4.69  -1.90
H  1.94  5.20  -1.34
N  -1.07  1.70  2.87
C  -0.46  0.79  2.11
S  -1.38  -0.14  1.01
N  0.86  0.61  2.22
C  1.82  1.49  2.80
C  2.88  0.93  3.51
C  3.88  1.76  4.00
C  3.81  3.13  3.80
C  2.74  3.68  3.10
C  1.75  2.86  2.59
H  -2.06  1.81  2.79
H  -0.59  2.13  3.64
H  1.22  -0.18  1.71
H  2.92  -0.14  3.68
H  4.70  1.34  4.56
H  4.58  3.78  4.19
H  2.69  4.75  2.94
H  0.93  3.28  2.02

## Properties
total charge	+2
spin multiplicity	5
expectation value of S²	6.07
energy relative to the best compared isomer or geometry (same formula, charge and spin)	0.8	kcal per mole
frontier orbital gap (spin up / spin down)	0.2823 / 0.2205	hartree

=====

Density functional theory data (ωB97M-V with the def2-TZVPD basis set) for a structure of composition C30H24ClIrNO4P.

Geometry (Å):
C  -1.04  -1.92  2.76
C  -0.91  -2.30  1.38
C  0.49  -2.47  1.08
H  -1.73  -2.41  0.68
C  1.24  -2.25  2.29
C  0.30  -1.91  3.35
H  0.53  -1.77  4.41
H  -1.97  -1.76  3.29
H  0.89  -2.74  0.11
H  2.31  -2.35  2.40
Ir  0.18  -0.48  1.82
Cl  1.55  0.91  0.63
P  0.18  -0.16  -2.31
C  1.27  -1.22  -3.34
C  0.84  -1.94  -4.46
H  -0.21  -1.89  -4.77
C  1.76  -2.70  -5.18
H  1.41  -3.25  -6.06
C  3.09  -2.77  -4.80
H  3.80  -3.37  -5.37
C  3.52  -2.06  -3.66
H  4.56  -2.11  -3.36
C  2.61  -1.30  -2.92
H  2.94  -0.77  -2.03
C  -1.47  -0.59  -3.00
C  -2.10  -1.72  -2.45
H  -1.60  -2.29  -1.66
C  -3.34  -2.12  -2.93
H  -3.82  -3.00  -2.51
C  -3.98  -1.39  -3.94
H  -4.96  -1.71  -4.31
C  -3.36  -0.26  -4.47
H  -3.85  0.31  -5.26
C  -2.11  0.15  -4.00
H  -1.64  1.04  -4.42
C  0.47  1.48  -3.08
C  1.18  1.68  -4.27
H  1.61  0.83  -4.80
C  1.33  2.98  -4.78
H  1.88  3.12  -5.71
C  0.79  4.07  -4.11
H  0.92  5.08  -4.51
C  0.09  3.87  -2.91
H  -0.33  4.72  -2.38
C  -0.06  2.59  -2.38
H  -0.56  2.44  -1.43
O  -2.47  0.50  3.79
C  -1.33  0.96  3.82
O  -0.52  1.17  2.75
C  -0.71  1.24  5.19
C  -1.55  1.24  6.35
C  -1.01  1.50  7.61
C  0.37  1.74  7.74
C  1.22  1.71  6.62
C  0.68  1.45  5.36
N  0.93  2.04  9.03
O  0.15  2.08  10.02
O  2.16  2.25  9.11
H  -2.60  0.99  6.26
H  -1.63  1.54  8.50
H  2.29  1.90  6.74
H  1.33  1.37  4.49

## Properties
spin multiplicity	5
expectation value of S²	6.04
frontier orbital gap (spin up / spin down)	0.1009 / 0.1046	hartree

=====

For the records above, the corresponding largest force on an atom values read 0.5, 5.8 eV/Å.
For the records above, the corresponding calculated total energy values read -3238.25331, -2418.87863 Eh.